{
  "formula": "C44H75BN8S3Yb",
  "method": "ωB97M-V with the def2-TZVPD basis set",
  "elements": ["Yb", "C", "C", "C", "C", "N", "C", "C", "N", "B", "N", "C", "C", "N", "C", "S", "C", "C", "C", "C", "N", "C", "C", "N", "C", "S", "C", "C", "C", "C", "C", "S", "H", "H", "H", "H", "H", "H", "H", "H", "H", "H", "H", "H", "H", "H", "H", "H", "H", "H", "H", "H", "H", "H", "H", "H", "H", "H", "H", "H", "H", "H", "H", "H", "H", "H", "C", "C", "C", "C", "C", "C", "C", "C", "C", "C", "C", "C", "C", "C", "C", "C", "C", "H", "H", "H", "H", "H", "H", "H", "H", "H", "H", "H", "H", "H", "H", "H", "H", "H", "H", "H", "H", "H", "H", "H", "H", "H", "H", "H", "H", "H", "C", "C", "N", "C", "C", "N", "C", "C", "H", "H", "H", "H", "H", "H", "H", "H", "H", "H", "H", "H"],
  "coordinates": [[0.268, 0.283, -0.775], [-1.748, 3.561, 4.745], [-2.811, 2.914, 3.848], [-4.141, 2.792, 4.597], [-3.036, 3.801, 2.630], [-2.336, 1.529, 3.525], [-2.153, 0.631, 4.568], [-1.683, -0.516, 4.052], [-1.565, -0.344, 2.691], [-1.164, -1.377, 1.634], [-2.437, -2.056, 1.126], [-3.598, -2.303, 1.835], [-4.493, -2.828, 0.981], [-3.905, -2.875, -0.274], [-2.638, -2.398, -0.163], [-1.437, -2.244, -1.353], [-4.562, -3.434, -1.487], [-3.810, -4.694, -1.918], [-6.005, -3.799, -1.149], [-4.581, -2.389, -2.607], [-0.132, -2.404, 2.106], [-0.385, -3.405, 3.024], [0.725, -4.149, 3.147], [1.673, -3.641, 2.276], [1.128, -2.568, 1.636], [1.913, -1.632, 0.441], [3.076, -4.157, 2.191], [4.020, -3.089, 2.749], [3.174, -5.412, 3.056], [3.448, -4.538, 0.750], [-1.967, 0.912, 2.367], [-1.962, 1.539, 0.777], [-2.006, 4.605, 4.921], [-0.768, 3.529, 4.264], [-1.677, 3.062, 5.712], [-4.478, 3.787, 4.888], [-4.056, 2.193, 5.502], [-4.905, 2.351, 3.955], [-3.443, 4.749, 2.982], [-3.747, 3.360, 1.936], [-2.113, 4.008, 2.094], [-2.366, 0.880, 5.591], [-1.401, -1.428, 4.548], [-0.667, -0.760, 0.744], [-3.693, -2.078, 2.884], [-5.503, -3.139, 1.170], [-3.851, -5.453, -1.135], [-2.768, -4.469, -2.139], [-4.272, -5.103, -2.817], [-6.067, -4.580, -0.391], [-6.474, -4.182, -2.054], [-6.574, -2.928, -0.820], [-3.583, -2.206, -2.993], [-4.995, -1.447, -2.243], [-5.207, -2.749, -3.424], [-1.347, -3.519, 3.493], [0.893, -5.006, 3.769], [3.753, -2.840, 3.778], [3.981, -2.186, 2.142], [5.043, -3.466, 2.739], [3.019, -5.190, 4.113], [4.174, -5.826, 2.953], [2.465, -6.175, 2.733], [3.761, -3.675, 0.174], [2.604, -5.005, 0.242], [4.273, -5.250, 0.769], [2.296, 0.756, -2.653], [1.070, 0.242, -3.179], [0.087, 1.295, -2.988], [0.772, 2.378, -2.351], [2.145, 2.085, -2.233], [3.264, 3.113, -2.214], [4.622, 2.501, -1.831], [2.952, 4.324, -1.325], [3.365, 3.620, -3.668], [-1.307, 1.549, -3.600], [-1.868, 2.891, -3.102], [-2.360, 0.500, -3.229], [-1.175, 1.653, -5.125], [1.207, -0.978, -4.120], [1.884, -0.468, -5.404], [-0.072, -1.708, -4.534], [2.120, -2.042, -3.471], [3.254, 0.270, -2.758], [0.357, 3.363, -2.211], [4.549, 1.801, -0.998], [5.321, 3.289, -1.548], [5.053, 1.965, -2.678], [2.923, 4.067, -0.266], [1.995, 4.776, -1.594], [3.724, 5.082, -1.460], [3.550, 2.791, -4.351], [4.182, 4.338, -3.760], [2.437, 4.111, -3.967], [-1.941, 2.914, -2.011], [-2.871, 3.028, -3.506], [-1.265, 3.736, -3.437], [-2.555, 0.515, -2.151], [-2.061, -0.502, -3.512], [-3.301, 0.728, -3.736], [-0.373, 2.346, -5.386], [-2.106, 2.021, -5.560], [-0.951, 0.690, -5.578], [1.247, 0.250, -5.922], [2.081, -1.302, -6.079], [2.830, 0.027, -5.178], [-0.770, -1.073, -5.074], [-0.574, -2.152, -3.681], [0.199, -2.526, -5.205], [3.166, -1.736, -3.456], [2.066, -2.972, -4.038], [1.806, -2.256, -2.448], [1.460, 0.950, 2.778], [2.271, 1.818, 3.776], [2.929, 2.919, 3.082], [3.758, 2.371, 2.015], [2.870, 1.639, 0.980], [1.456, 1.578, 1.437], [0.964, 2.970, 1.589], [1.919, 3.789, 2.491], [0.431, 0.835, 3.112], [1.897, -0.043, 2.674], [3.039, 1.225, 4.277], [1.624, 2.235, 4.551], [4.488, 1.695, 2.464], [4.307, 3.193, 1.550], [3.217, 0.619, 0.821], [2.872, 2.154, 0.029], [-0.031, 2.918, 2.025], [0.866, 3.412, 0.595], [1.372, 4.282, 3.298], [2.432, 4.568, 1.924]],
  "gap_ev": [8.5, 7.4],
  "multiplicity": 2,
  "total_charge": 1,
  "total_energy_ha": -4537.80919
}

=====

{
  "formula": "C44H76B2F12Hg2N4O20P2",
  "method": "ωB97M-V with the def2-TZVPD basis set",
  "elements": ["Hg", "Hg", "O", "C", "O", "B", "O", "C", "O", "O", "C", "O", "C", "O", "O", "O", "C", "O", "B", "O", "C", "O", "O", "C", "O", "C", "O", "O", "P", "F", "F", "F", "F", "F", "F", "P", "F", "F", "F", "F", "F", "F", "C", "C", "C", "C", "C", "C", "N", "O", "C", "C", "C", "H", "H", "H", "H", "H", "H", "H", "H", "H", "H", "H", "H", "H", "H", "H", "H", "H", "H", "H", "C", "C", "C", "C", "C", "C", "N", "O", "C", "C", "C", "H", "H", "H", "H", "H", "H", "H", "H", "H", "H", "H", "H", "H", "H", "H", "H", "H", "H", "H", "C", "C", "C", "C", "C", "C", "N", "O", "C", "C", "C", "H", "H", "H", "H", "H", "H", "H", "H", "H", "H", "H", "H", "H", "H", "H", "H", "H", "H", "H", "C", "C", "C", "C", "C", "C", "N", "O", "C", "C", "C", "H", "H", "H", "H", "H", "H", "H", "H", "H", "H", "H", "H", "H", "H", "H", "H", "H", "H", "H"],
  "coordinates": [[1.996, -1.191, -3.553], [-1.869, 1.144, -0.196], [-1.682, 4.391, -8.800], [-1.894, 3.504, -7.975], [-1.352, 3.326, -6.795], [-1.936, 2.255, -6.057], [-3.141, 1.886, -6.812], [-3.078, 2.472, -7.962], [-3.777, 2.328, -8.959], [-2.293, 2.515, -4.633], [-1.510, 1.908, -3.807], [-1.611, 1.819, -2.537], [-0.567, 1.122, -4.738], [-1.032, 1.159, -5.980], [0.384, 0.431, -4.392], [-0.245, -1.893, -3.062], [-1.455, -2.283, -3.061], [-1.951, -3.401, -3.564], [-3.442, -3.445, -3.284], [-3.701, -2.350, -2.331], [-2.634, -1.630, -2.194], [-2.475, -0.681, -1.414], [-4.187, -3.221, -4.539], [-4.961, -4.284, -4.751], [-5.918, -4.367, -5.559], [-4.754, -5.349, -3.610], [-3.811, -4.808, -2.848], [-5.357, -6.394, -3.492], [1.122, -0.325, -0.194], [0.126, 0.562, 0.676], [0.388, 0.374, -1.465], [2.153, 0.915, -0.252], [1.940, -1.183, -1.356], [1.747, -1.176, 1.036], [-0.106, -1.420, -0.220], [4.186, 0.900, -4.308], [4.952, 2.224, -3.649], [4.145, 1.702, -5.799], [5.665, 0.158, -4.601], [3.249, -0.227, -5.025], [4.116, -0.087, -2.998], [2.773, 1.658, -3.986], [-3.659, 3.689, 1.766], [-4.133, 2.495, 2.605], [-5.683, 2.300, 2.380], [-6.128, 1.013, 3.009], [-5.287, -0.079, 2.391], [-3.712, -0.007, 2.595], [-3.348, 1.307, 2.080], [-1.986, 1.507, 2.341], [-3.374, -0.395, 4.023], [-3.153, -1.095, 1.660], [-3.935, 2.832, 4.087], [-4.336, 4.512, 1.535], [-3.521, 3.370, 0.733], [-2.738, 4.246, 1.942], [-6.145, 3.030, 3.045], [-5.943, 2.491, 1.339], [-7.214, 1.106, 2.995], [-5.904, 0.898, 4.069], [-5.769, -0.108, 1.414], [-5.520, -1.007, 2.914], [-3.115, 0.514, 4.566], [-4.094, -0.970, 4.605], [-2.517, -1.066, 4.090], [-2.071, -0.976, 1.607], [-3.426, -2.127, 1.884], [-3.784, -1.048, 0.773], [-4.103, 3.899, 4.237], [-2.855, 2.781, 4.223], [-4.353, 2.237, 4.899], [-1.894, 1.578, 3.294], [0.203, 1.203, 4.952], [1.371, 0.212, 5.346], [1.598, 0.346, 6.930], [2.192, -0.993, 7.520], [1.595, -2.250, 7.021], [1.509, -2.326, 5.410], [0.765, -1.159, 4.975], [0.434, -1.234, 3.722], [2.838, -2.582, 4.694], [0.525, -3.569, 5.201], [2.614, 0.616, 4.577], [-0.825, 0.963, 5.225], [0.156, 1.461, 3.894], [0.256, 2.163, 5.465], [2.326, 1.118, 7.179], [0.648, 0.585, 7.407], [2.141, -0.729, 8.577], [3.220, -1.038, 7.162], [0.575, -2.249, 7.407], [2.039, -3.104, 7.532], [3.509, -1.728, 4.785], [3.305, -3.327, 5.338], [2.878, -3.003, 3.689], [0.231, -3.691, 4.159], [0.876, -4.565, 5.473], [-0.446, -3.466, 5.686], [2.872, -0.086, 3.783], [3.489, 0.618, 5.226], [2.550, 1.578, 4.069], [1.277, -1.080, 3.289], [-1.908, 5.120, -1.395], [-0.572, 5.497, -0.652], [-0.884, 6.818, 0.106], [-0.024, 7.131, 1.354], [0.013, 5.957, 2.384], [0.477, 4.672, 1.551], [-0.268, 4.391, 0.268], [-0.089, 3.031, -0.317], [2.079, 4.542, 1.333], [0.004, 3.625, 2.581], [0.512, 5.771, -1.658], [-2.324, 6.000, -1.886], [-2.723, 4.663, -0.833], [-1.858, 4.486, -2.280], [-0.710, 7.725, -0.472], [-1.897, 6.736, 0.502], [-0.222, 8.154, 1.673], [1.023, 7.301, 1.100], [-0.989, 5.948, 2.813], [0.563, 6.203, 3.293], [2.457, 3.705, 1.920], [2.420, 4.885, 0.356], [2.450, 5.218, 2.102], [-1.078, 3.714, 2.677], [0.422, 2.648, 2.336], [0.503, 3.849, 3.524], [0.702, 4.922, -2.316], [1.495, 6.109, -1.330], [0.192, 6.562, -2.336], [0.868, 3.051, -0.398], [5.762, -4.708, -3.434], [4.476, -4.541, -4.309], [4.287, -5.844, -5.110], [3.673, -6.968, -4.287], [2.467, -6.542, -3.594], [2.566, -5.239, -2.761], [3.261, -4.187, -3.562], [3.350, -2.986, -2.960], [1.012, -4.786, -2.521], [3.142, -5.524, -1.354], [4.753, -3.407, -5.243], [5.848, -4.061, -2.561], [5.932, -5.666, -2.942], [6.631, -4.684, -4.091], [3.562, -5.783, -5.922], [5.219, -6.241, -5.511], [3.512, -7.879, -4.864], [4.455, -7.170, -3.554], [2.234, -7.290, -2.836], [1.717, -6.382, -4.368], [0.760, -3.884, -1.963], [0.411, -5.649, -2.235], [0.545, -4.489, -3.460], [4.207, -5.713, -1.485], [2.523, -6.256, -0.836], [3.056, -4.677, -0.673], [5.216, -2.528, -4.796], [5.446, -3.621, -6.056], [3.926, -3.278, -5.941], [4.194, -3.098, -2.516]],
  "e_above_lowest_ev": 0.000,
  "gap_ev": 5.9,
  "total_charge": 0,
  "total_energy_ha": -5683.91134
}

=====

{
  "formula": "C44H76FN3O7",
  "method": "ωB97M-V with the def2-TZVPD basis set",
  "elements": ["C", "C", "C", "C", "N", "C", "O", "C", "C", "C", "N", "C", "C", "C", "C", "C", "N", "C", "C", "C", "C", "C", "C", "C", "C", "F", "C", "C", "C", "C", "C", "C", "C", "O", "C", "C", "O", "C", "C", "O", "H", "H", "H", "H", "H", "H", "H", "H", "H", "H", "H", "H", "H", "H", "H", "H", "H", "H", "H", "H", "H", "H", "H", "H", "H", "H", "H", "H", "H", "H", "H", "H", "H", "H", "H", "H", "H", "H", "H", "H", "H", "H", "H", "H", "H", "H", "C", "C", "O", "C", "C", "H", "H", "H", "H", "H", "H", "H", "H", "H", "H", "C", "C", "O", "C", "C", "H", "H", "H", "H", "H", "H", "H", "H", "H", "H", "C", "C", "O", "C", "C", "H", "H", "H", "H", "H", "H", "H", "H", "H", "H"],
  "coordinates": [[0.515, -5.824, 1.250], [-0.672, -5.831, 0.261], [-1.299, -4.446, 0.131], [-2.017, -4.026, 1.403], [-2.196, -4.393, -1.031], [-1.550, -3.942, -2.246], [-1.205, -4.639, -3.139], [-1.574, -2.439, -2.148], [-0.738, -1.470, -2.692], [0.408, -1.922, -3.579], [-0.018, -2.285, -4.938], [-1.021, -0.124, -2.345], [-0.095, 0.987, -2.832], [0.856, 1.441, -1.689], [2.212, 0.715, -1.685], [3.388, 1.665, -1.389], [4.307, 1.220, -0.350], [5.153, 2.119, 0.213], [5.914, 1.514, 1.198], [5.486, 0.161, 1.190], [4.511, -0.008, 0.229], [-2.124, 0.203, -1.517], [-2.426, 1.645, -1.194], [-3.125, 2.453, -2.343], [-3.420, 1.692, -3.613], [-4.364, 2.433, -4.340], [-2.958, -0.809, -0.986], [-4.160, -0.580, -0.095], [-5.446, -0.270, -0.907], [-6.042, 1.132, -0.666], [-7.176, 1.118, 0.371], [-6.643, 1.391, 1.787], [-7.534, 0.864, 2.895], [-8.889, 1.298, 2.768], [-9.735, 0.464, 2.114], [-9.784, -0.983, 2.520], [-10.458, 0.894, 1.275], [-2.640, -2.120, -1.326], [-3.269, -3.430, -0.923], [-4.401, -3.678, -0.684], [0.710, -4.814, 1.606], [0.307, -6.449, 2.112], [1.431, -6.157, 0.774], [-0.262, -6.074, -0.717], [-1.417, -6.563, 0.555], [-0.454, -3.752, 0.017], [-1.313, -4.128, 2.225], [-2.860, -4.672, 1.634], [-2.293, -2.975, 1.387], [0.798, -2.840, -3.145], [1.202, -1.193, -3.645], [-0.377, -1.465, -5.417], [-0.796, -2.933, -4.875], [0.493, 0.609, -3.655], [-0.688, 1.843, -3.126], [0.383, 1.225, -0.736], [0.976, 2.522, -1.733], [2.197, -0.127, -1.001], [2.384, 0.311, -2.680], [2.980, 2.608, -1.035], [3.903, 1.887, -2.322], [5.185, 3.146, -0.103], [6.656, 1.988, 1.808], [5.875, -0.591, 1.856], [3.978, -0.891, -0.061], [-3.053, 1.732, -0.317], [-1.513, 2.165, -0.938], [-4.073, 2.824, -1.967], [-2.534, 3.340, -2.558], [-3.874, 0.722, -3.432], [-2.563, 1.607, -4.273], [-3.943, 0.176, 0.652], [-4.321, -1.523, 0.417], [-5.179, -0.332, -1.961], [-6.193, -1.041, -0.753], [-6.440, 1.489, -1.613], [-5.278, 1.827, -0.329], [-7.731, 0.184, 0.344], [-7.877, 1.915, 0.137], [-5.689, 0.872, 1.885], [-6.459, 2.456, 1.910], [-7.431, -0.220, 2.950], [-7.174, 1.253, 3.845], [-10.806, -1.332, 2.517], [-9.240, -1.549, 1.764], [-9.276, -1.153, 3.464], [-4.547, -6.155, 4.822], [-3.783, -5.244, 5.768], [-3.642, -3.914, 5.301], [-4.842, -3.201, 5.067], [-5.722, -3.043, 6.296], [-4.066, -6.178, 3.843], [-4.577, -7.169, 5.221], [-5.577, -5.825, 4.676], [-2.766, -5.617, 5.886], [-4.238, -5.254, 6.765], [-5.405, -3.659, 4.246], [-4.528, -2.216, 4.719], [-6.069, -4.004, 6.678], [-6.601, -2.445, 6.053], [-5.172, -2.546, 7.097], [7.690, 6.635, 1.995], [7.962, 5.163, 2.257], [8.429, 4.457, 1.118], [9.643, 4.919, 0.556], [10.825, 4.876, 1.509], [6.964, 6.750, 1.189], [7.294, 7.109, 2.894], [8.593, 7.173, 1.706], [7.033, 4.671, 2.547], [8.656, 5.040, 3.094], [9.516, 5.927, 0.144], [9.839, 4.259, -0.289], [10.681, 5.529, 2.371], [11.731, 5.199, 0.996], [10.977, 3.862, 1.882], [7.389, 1.242, -5.344], [6.401, 2.184, -4.677], [6.423, 2.136, -3.264], [7.653, 2.465, -2.639], [8.148, 3.873, -2.920], [7.209, 0.214, -5.026], [7.286, 1.297, -6.428], [8.421, 1.490, -5.094], [5.386, 1.902, -4.962], [6.550, 3.212, -5.029], [8.416, 1.725, -2.909], [7.473, 2.344, -1.570], [8.350, 4.034, -3.981], [9.071, 4.060, -2.374], [7.403, 4.608, -2.609]],
  "gap_ev": 8.0,
  "total_charge": 0,
  "total_energy_ha": -2512.88655
}

=====

Question: Which formula does entry 2 have?
Answer: C44H76B2F12Hg2N4O20P2

=====

Question: What is the formula in the second record?
Answer: C44H76B2F12Hg2N4O20P2

=====

Question: What is the formula in the first record?
Answer: C44H75BN8S3Yb